Version i
Entry from OMol25: an isolated molecule of C4H4N2 (the ωB97M-V functional and the def2-TZVPD basis).

Last column: Mulliken charge in e.
Positions of all 10 atoms, in Å:
C (-0.8196, 0.7722, -0.5690)  -0.37
C (-1.2967, -0.0737, 0.4269)  -0.43
N (0.4807, -1.1715, 1.8281)  -0.65
N (1.6452, 0.3151, -1.1334)  -0.57
C (0.5364, 0.3695, -0.5811)  0.27
C (-0.0697, -0.6157, 0.8657)  0.42
H (1.4453, -1.4543, 1.6561)  0.28
H (1.6736, 0.6176, -2.1092)  0.25
H (-1.2897, 1.6201, -1.0493)  0.39
H (-2.3054, -0.3793, 0.6653)  0.41

Output
- E_LUMO (eV) = -0.2
- SMILES string = [H]/N=c1/cc/c1=N\[H]
- multiplicity = 1
- frontier orbital gap (hartree) = 0.3040
- HOMO (eV) = -8.461
- charge = 0

Version ii
Entry from OMol25: an isolated molecule of C4H4N2 (the ωB97M-V functional and the def2-TZVPD basis).

Last column: Mulliken charge in e.
Positions of all 10 atoms, in Å:
C (0.6476, 0.2354, 0.0802)  -0.03
C (-0.6392, -0.3781, 0.0141)  -0.25
C (-0.5396, 1.1900, 0.2558)  -0.22
C (0.1551, -0.0411, -1.3077)  -0.43
N (-0.8741, 1.8110, -0.9632)  -0.33
N (-0.4789, 1.0794, -1.8852)  -0.30
H (1.5317, 0.1095, 0.7022)  0.38
H (-1.1500, -1.2560, 0.3198)  0.39
H (-0.9180, 1.5613, 1.2694)  0.34
H (0.5341, -0.8331, -1.8376)  0.45

Output
- E_LUMO (eV) = 1.0
- SMILES string = N1=N[C@H]2[C@H]3[C@@H]1[C@@H]23
- multiplicity = 1
- frontier orbital gap (hartree) = 0.3927
- HOMO (eV) = -9.710
- charge = 0

Stability, lowest: version ii

Version i
Entry from OMol25: an isolated molecule of C4H4N2 (the ωB97M-V functional and the def2-TZVPD basis).

Last column: Mulliken charge in e.
Positions of all 10 atoms, in Å:
N (0.6594, 1.2225, 0.8947)  -0.55
C (0.2145, 0.0869, 0.1460)  -0.47
C (-0.8530, 0.1396, -0.8028)  -0.36
C (-1.7370, 0.2487, -1.6148)  0.21
C (0.8839, -1.0355, 0.3108)  0.50
N (1.4482, -2.0951, 0.5499)  -0.55
H (1.1102, 1.8665, 0.2549)  0.26
H (-0.1377, 1.7003, 1.3035)  0.28
H (0.9032, -2.4956, 1.3161)  0.28
H (-2.4917, 0.3616, -2.3584)  0.40

Output
- E_LUMO (eV) = 0.8
- SMILES string = C#CC(N)=C=N
- multiplicity = 1
- frontier orbital gap (hartree) = 0.3479
- HOMO (eV) = -8.680
- charge = 0

Version ii
Entry from OMol25: a structure of composition C4H4N2 (the ωB97M-V functional and the def2-TZVPD basis).

Last column: Mulliken charge in e.
Positions of all 10 atoms, in Å:
C (0.5371, 0.6193, 0.2354)  -0.21
C (1.2646, -0.5554, -0.3711)  -0.06
N (0.6327, -1.5725, 0.0799)  -0.53
N (-0.1517, -0.7218, 0.9587)  -0.01
C (-1.3264, -0.3216, 0.2655)  -0.29
C (-0.8737, 0.8813, -0.1103)  -0.33
H (1.1774, 1.4730, 0.5022)  0.34
H (2.1695, -0.5938, -0.9586)  0.38
H (-2.0853, -0.9872, -0.1214)  0.33
H (-1.3442, 1.7788, -0.4803)  0.38

Output
- E_LUMO (eV) = 0.6
- multiplicity = 1
- frontier orbital gap (hartree) = 0.3786
- HOMO (eV) = -9.672
- charge = 0

Version iii
Entry from OMol25: an isolated molecule of C4H4N2 (the ωB97M-V functional and the def2-TZVPD basis).

Last column: Mulliken charge in e.
Positions of all 10 atoms, in Å:
C (1.7392, 1.5679, -0.1542)  -0.21
C (-0.7543, -0.5810, -0.8321)  -0.50
C (-1.3365, -1.1872, 0.3405)  -0.34
C (-1.7316, -1.7174, 1.3096)  0.24
H (2.4828, 2.1093, 0.5578)  0.25
H (1.7067, 1.8495, -1.1928)  0.34
H (-1.0309, -1.0736, -1.7569)  0.29
H (-2.0257, -1.9451, 2.2668)  0.45
N (0.7480, 0.7937, 0.2473)  -0.50
N (0.2021, 0.1837, -0.7861)  -0.02

Output
- E_LUMO (eV) = -0.2
- SMILES string = C#C/C=N\N=C
- multiplicity = 1
- frontier orbital gap (hartree) = 0.3206
- HOMO (eV) = -8.943
- charge = 0

Stability, lowest: version iii

Version i
Entry from OMol25: an isolated molecule of C6H4 (the ωB97M-V functional and the def2-TZVPD basis).

Last column: Mulliken charge in e.
Positions of all 10 atoms, in Å:
C (1.0451, -1.2827, 0.6611)  -0.69
C (0.2509, -0.2409, 0.1587)  0.35
C (0.6262, 0.3487, -1.1040)  -0.42
C (0.7903, 0.6376, -2.2798)  -0.05
C (-0.9069, 0.2689, 0.9579)  -0.37
C (-2.0161, 0.5214, 1.5131)  -0.17
H (1.9579, -1.6805, 0.0666)  0.28
H (1.0108, -1.5888, 1.7456)  0.29
H (1.0918, 0.7920, -3.3377)  0.37
H (-2.7972, 0.9599, 2.0829)  0.41

Output
- E_LUMO (eV) = 0.0
- SMILES string = C#CC(=C)C#C
- multiplicity = 1
- frontier orbital gap (hartree) = 0.3321
- HOMO (eV) = -9.026
- charge = 0

Version ii
Entry from OMol25: an isolated molecule of C6H4 (the ωB97M-V functional and the def2-TZVPD basis).

Last column: Mulliken charge in e.
Positions of all 10 atoms, in Å:
C (-2.3562, -1.1416, -0.9149)  0.21
C (-1.2482, -0.8353, -0.5309)  -0.47
C (0.6880, 0.6101, -0.1719)  0.06
C (0.0279, -0.5457, 0.0864)  -0.58
C (1.8301, 1.0375, 0.7532)  0.07
C (0.9679, 0.8636, 1.6845)  -0.76
H (-3.4114, -1.2944, -0.9525)  0.40
H (0.5190, 1.4619, -0.9125)  0.32
H (0.2339, -1.4256, 0.6933)  0.33
H (2.7490, 1.2694, 0.2652)  0.43

Output
- E_LUMO (eV) = -0.1
- multiplicity = 1
- frontier orbital gap (hartree) = 0.3345
- HOMO (eV) = -9.188
- charge = 0

Version iii
Entry from OMol25: an isolated molecule of C6H4 (the ωB97M-V functional and the def2-TZVPD basis).

Last column: Mulliken charge in e.
Positions of all 10 atoms, in Å:
C (0.2544, -0.8722, 0.2070)  -0.04
C (-1.2105, -1.7231, -0.2647)  -0.76
C (-1.3076, -0.4618, 0.0260)  0.52
C (0.0454, 0.7381, 0.1433)  0.56
C (1.2511, 0.2436, -0.3046)  -0.42
C (-1.2122, 0.9449, 0.0501)  -0.87
H (0.3475, -1.0876, 1.2506)  0.20
H (2.2013, 0.2853, 0.2898)  0.21
H (1.5678, 0.2158, -1.3546)  0.22
H (-1.9373, 1.7170, -0.0429)  0.39

Output
- E_LUMO (eV) = 0.6
- multiplicity = 1
- frontier orbital gap (hartree) = 0.3522
- HOMO (eV) = -9.014
- charge = 0

Version iv
Entry from OMol25: a structure of composition C6H4 (the ωB97M-V functional and the def2-TZVPD basis).

Last column: Mulliken charge in e.
Positions of all 10 atoms, in Å:
C (0.0756, 0.7209, 0.5704)  -0.19
C (1.8761, 0.9841, -0.2721)  -0.55
C (1.3646, -0.1843, 0.0888)  0.37
C (-0.5067, -0.7228, 0.3713)  0.05
C (-1.1021, 0.4368, -0.3339)  -0.54
C (0.6162, -1.3744, -0.0880)  -0.41
H (0.1380, 1.2301, 1.5090)  0.41
H (-2.1179, 0.7601, 0.0022)  0.23
H (-1.0095, 0.5266, -1.3659)  0.24
H (0.6658, -2.3772, -0.4817)  0.38

Output
- E_LUMO (spin up / spin down) (eV) = -0.5 / -0.5
- multiplicity = 1
- frontier orbital gap (spin up / spin down) (hartree) = 0.3109 / 0.3108
- HOMO (spin up / spin down) (eV) = -8.943 / -8.942
- charge = 0

Stability, lowest: version iii

Version i
Entry from OMol25: a cluster of 2 separate species, C3H8N2O2S in total (the ωB97M-V functional and the def2-TZVPD basis).

Last column: Mulliken charge in e.
Positions of all 16 atoms, in Å:
C (-1.4886, 0.8404, -1.2631)  0.82
C (2.1513, -1.0327, 1.5975)  -0.38
C (-0.5549, 0.0808, -0.6975)  -0.06
N (2.2368, -0.1466, 2.4674)  -0.51
N (0.4299, -0.6165, -1.3878)  -0.40
O (-1.6095, 0.9191, -2.5760)  -0.52
O (-2.4304, 1.5938, -0.6238)  -0.57
S (-0.6630, -0.1478, 1.0793)  -0.39
H (1.6627, -2.0690, 1.7632)  0.25
H (2.2586, -0.7527, 0.6009)  0.36
H (-2.8037, 1.2320, 0.1465)  0.32
H (1.8980, -0.4571, 3.4433)  0.24
H (-2.3450, 1.5635, -2.6797)  0.35
H (0.9704, -1.2978, -1.0577)  0.16
H (0.1540, -0.4796, -2.3249)  0.16
H (0.1334, 0.7700, 1.5126)  0.18

Output
- E_LUMO (eV) = 0.6
- SMILES string = NC(S)=C(O)O.C=N
- multiplicity = 1
- frontier orbital gap (hartree) = 0.2971
- HOMO (eV) = -7.468
- charge = 0

Version ii
Entry from OMol25: a cluster of 2 separate species, C3H8N2O2S in total (the ωB97M-V functional and the def2-TZVPD basis).

Last column: Mulliken charge in e.
Positions of all 16 atoms, in Å:
C (2.1526, 1.4181, 0.3434)  -0.78
C (1.2695, 0.5035, 0.6572)  -0.05
C (0.1204, 0.6635, 1.5858)  -0.16
N (-0.8079, -0.1724, 1.5062)  -0.45
N (-0.7717, -0.4569, -2.4828)  -0.49
O (-1.6736, -2.3614, -1.0843)  -0.53
O (-2.7531, -0.2174, -1.0684)  -0.68
S (-1.3924, -0.7583, -0.9256)  0.92
H (2.9960, 1.0594, -0.3872)  0.17
H (2.1472, 2.3852, 0.6070)  0.39
H (1.3577, -0.4777, 0.2378)  0.36
H (0.4106, 1.3067, 2.3891)  0.37
H (-1.3874, -0.2076, 2.2729)  0.18
H (-2.4784, -2.6401, -0.6921)  0.32
H (0.1263, -0.6208, -2.6773)  0.18
H (-1.2546, 0.1791, -3.0324)  0.24

Output
- E_LUMO (eV) = 0.5
- multiplicity = 1
- frontier orbital gap (hartree) = 0.3371
- HOMO (eV) = -8.713
- charge = 0

Stability, lowest: version ii

Version i
Entry from OMol25: an isolated molecule of C2N2 (the ωB97M-V functional and the def2-TZVPD basis).

Last column: Mulliken charge in e.
Positions of all 4 atoms, in Å:
C (-0.6561, 0.0768, -0.0152)  0.36
C (0.5891, -0.4259, 0.0843)  0.24
N (-1.7642, 0.6103, -0.1441)  -0.30
N (1.8311, -0.2613, 0.0749)  -0.30

Output
- E_LUMO (eV) = -1.3
- SMILES string = N#CC#N
- multiplicity = 1
- frontier orbital gap (hartree) = 0.3992
- HOMO (eV) = -12.134
- charge = 0

Version ii
Entry from OMol25: an isolated molecule of C2N2 (the ωB97M-V functional and the def2-TZVPD basis).

Last column: Mulliken charge in e.
Positions of all 4 atoms, in Å:
N (0.4995, 0.3035, 1.6854)  -0.27
C (-0.0611, 0.0660, 0.7029)  0.28
C (-0.3567, -0.3005, -0.6004)  0.27
N (-0.2277, -0.6471, -1.6957)  -0.27

Output
- E_LUMO (eV) = -0.2
- SMILES string = N#CC#N
- multiplicity = 1
- frontier orbital gap (hartree) = 0.4607
- HOMO (eV) = -12.783
- charge = 0

Stability, lowest: version i

Version i
Entry from OMol25: a cluster of 2 separate species, CFN3O2 in total (the ωB97M-V functional and the def2-TZVPD basis).

Last column: Mulliken charge in e.
Positions of all 7 atoms, in Å:
C (-1.3728, 0.1033, -0.0400)  0.50
N (-2.4455, 0.4447, 0.1981)  -0.28
N (-0.1719, -0.2656, -0.3598)  -0.07
N (1.0325, 0.3911, -0.0139)  1.13
O (0.8735, 1.5760, 0.0047)  -0.52
O (1.9922, -0.2678, 0.1401)  -0.48
F (0.0920, -1.9817, 0.0707)  -0.28

Output
- E_LUMO (spin up / spin down) (eV) = -3.8 / -3.8
- multiplicity = 1
- frontier orbital gap (spin up / spin down) (hartree) = 0.3165 / 0.3164
- HOMO (spin up / spin down) (eV) = -12.376 / -12.375
- charge = 0

Version ii
Entry from OMol25: an isolated molecule of CFN3O2 (the ωB97M-V functional and the def2-TZVPD basis).

Last column: Mulliken charge in e.
Positions of all 7 atoms, in Å:
C (0.9435, 1.0109, -0.1171)  0.48
N (0.0042, 0.5108, 0.3981)  0.00
N (-0.7730, -0.4218, 0.4304)  0.17
N (-0.3215, -1.5948, -0.4522)  0.19
O (1.5802, 1.9550, -0.1133)  -0.33
O (0.7381, -1.2374, -0.8081)  -0.32
F (-2.1714, -0.2226, 0.6622)  -0.19

Output
- E_LUMO (spin up / spin down) (eV) = -0.9 / -0.9
- SMILES string = O=C=NN(F)N=O
- multiplicity = 1
- frontier orbital gap (spin up / spin down) (hartree) = 0.3178 / 0.3178
- HOMO (spin up / spin down) (eV) = -9.530 / -9.530
- charge = 0

Stability, lowest: version i